This record from the Open Molecules 2025 dataset describes 3 unconnected molecules or ions with the total composition C40H61ClN2O11 at a distorted geometry. The level of theory is ωB97M-V/def2-TZVPD.

CARTESIAN COORDINATES (ANGSTROEM)
C  -0.73581  -4.91093  -1.72261
C  -2.12792  -5.20858  -2.42519
C  -2.73842  -3.97019  -3.20264
C  -3.76413  -3.09529  -2.35131
C  -2.89008  -2.01366  -1.58672
N  -2.50965  -0.93699  -2.32799
C  -1.71976  -0.11619  -1.53251
C  -1.15883  1.12865  -2.18806
Cl  -1.57806  1.49644  -3.90778
C  -0.28645  2.07174  -1.51662
O  0.20473  3.15925  -2.22794
C  1.61090  2.89435  -2.47276
C  1.94516  2.53616  -3.98945
O  3.09481  1.68599  -4.03599
C  2.78695  0.33882  -4.41408
C  2.92966  -0.71886  -3.25396
C  0.08534  1.80481  -0.06696
O  0.96748  2.73796  0.50758
C  0.43367  3.36220  1.64550
O  -0.67590  3.81730  1.71198
C  1.39106  3.39858  2.88212
C  0.92294  3.45566  4.26772
C  1.95656  3.44314  5.33132
C  3.40412  3.38197  5.04012
C  3.87515  3.32788  3.63395
C  2.84429  3.34225  2.57824
C  -0.43220  0.62685  0.60435
C  -0.02868  0.30827  2.08299
C  1.52174  -0.00563  2.27414
C  2.31158  -0.24352  0.92857
C  3.75851  -0.77500  1.31998
O  4.48774  -1.00210  0.09985
C  5.73959  -1.57847  0.35503
O  6.62813  -0.86416  0.78029
C  -1.33984  -0.33579  -0.12799
N  -1.79618  -1.43453  0.58703
C  -2.57142  -2.27864  -0.14375
C  -3.08380  -3.56469  0.60933
C  -4.30392  -3.24953  1.58792
O  -4.19416  -1.98426  2.24055
C  -5.22397  -1.06078  1.80389
C  -4.48629  0.36685  1.69131
H  -0.56541  -5.69026  -0.91996
H  0.13363  -4.98183  -2.42958
H  -0.68126  -3.89926  -1.23516
H  -2.84775  -5.68330  -1.70699
H  -1.90799  -5.99900  -3.20826
H  -3.15209  -4.31430  -4.19013
H  -1.86629  -3.28156  -3.42687
H  -4.41456  -3.68962  -1.66327
H  -4.40235  -2.52117  -3.08873
H  2.16459  3.84302  -2.19722
H  2.05458  2.07363  -1.84923
H  1.05880  2.17888  -4.57443
H  2.25796  3.51630  -4.46885
H  3.54611  0.04930  -5.20769
H  1.78004  0.19331  -4.88984
H  3.91256  -0.61852  -2.72294
H  2.80500  -1.75790  -3.68791
H  2.06115  -0.59362  -2.54034
H  -0.16904  3.47388  4.51147
H  1.68490  3.47406  6.41816
H  4.19203  3.38335  5.83109
H  4.96447  3.27175  3.37013
H  3.22386  3.27002  1.52484
H  -0.26102  1.19391  2.75199
H  -0.60012  -0.55102  2.52311
H  2.02966  0.83887  2.81470
H  1.60343  -0.96388  2.87083
H  1.83884  -0.98355  0.23148
H  2.47184  0.74516  0.40619
H  4.21110  0.01124  1.98961
H  3.61410  -1.70307  1.94467
H  5.85712  -2.67305  0.10807
H  -2.22244  -3.86786  1.27885
H  -3.28087  -4.42683  -0.07298
H  -4.26659  -4.03454  2.40735
H  -5.30798  -3.40286  1.08798
H  -6.10271  -1.03509  2.51224
H  -5.58136  -1.29341  0.75340
H  -5.24296  1.19191  1.76456
H  -3.90532  0.37787  0.72509
H  -3.71536  0.39118  2.51231
C  -8.04675  0.47549  4.98088
O  -7.36501  1.24726  4.00321
C  -7.96296  2.52637  3.81385
C  -7.18504  3.61543  4.53612
O  -7.26347  3.45838  5.94914
C  -6.09346  2.87034  6.49708
H  -7.41287  -0.37255  5.24488
H  -8.25310  1.05214  5.88506
H  -8.98617  0.09576  4.56436
H  -9.01084  2.51798  4.13022
H  -7.93811  2.73324  2.73903
H  -7.63340  4.58463  4.29669
H  -6.14205  3.63686  4.20362
H  -5.28295  3.60641  6.51832
H  -5.77384  1.99310  5.92886
H  -6.31345  2.56394  7.51976
C  7.46696  0.01923  -3.09099
O  8.30860  -0.72226  -3.96094
C  7.70653  -1.93807  -4.39038
C  7.14626  -1.81335  -5.79894
O  6.04749  -0.90784  -5.84056
C  6.41064  0.36925  -6.34438
H  7.87402  1.02671  -2.99694
H  6.44785  0.09300  -3.47834
H  7.43960  -0.44352  -2.09850
H  6.92942  -2.25878  -3.68863
H  8.49352  -2.69933  -4.39173
H  6.76717  -2.79068  -6.11429
H  7.92703  -1.51256  -6.50506
H  6.54294  0.31612  -7.43025
H  7.32825  0.74292  -5.88348
H  5.60028  1.06493  -6.12482

Orbital gap: 8.00 eV
Highest occupied orbital energy: -8.48 eV
Spin multiplicity: 1
DFT total energy: -80485.9515 eV
Molecular weight: 781.384 g mol⁻¹

This record from the Open Molecules 2025 dataset describes 6 unconnected molecules or ions with the total composition C12H36O6S6 at a distorted geometry. The level of theory is ωB97M-V/def2-TZVPD.

CARTESIAN COORDINATES (ANGSTROEM)
C  3.45782  3.60985  -0.40762
S  2.94844  3.15031  1.27458
O  1.46364  3.42686  1.40588
C  3.03247  1.33995  1.11453
H  3.25014  4.65690  -0.62821
H  2.73491  3.11740  -1.05800
H  4.45448  3.26372  -0.68141
H  4.02856  0.90932  1.01228
H  2.44619  0.90059  0.30747
H  2.72993  0.86147  2.04600
C  -1.88103  2.96659  3.78094
S  -0.95014  4.50592  3.75794
O  -1.73576  5.37245  4.71344
C  0.57024  3.80581  4.59560
H  -2.70210  3.24013  3.11829
H  -2.29247  2.76950  4.77088
H  -1.43784  2.13725  3.22969
H  1.33827  4.57566  4.67003
H  0.83484  3.07078  3.83546
H  0.47721  3.16813  5.47470
C  -3.86344  0.36581  3.73321
S  -2.41283  -0.53264  2.98652
O  -2.08256  -1.74102  3.94167
C  -3.33967  -1.31808  1.57041
H  -4.32592  1.06537  3.03692
H  -3.68123  0.90439  4.66317
H  -4.68278  -0.29227  4.02255
H  -2.83576  -2.26418  1.37277
H  -3.11954  -0.61895  0.76366
H  -4.39718  -1.58222  1.56769
C  2.81879  -3.14440  0.56497
S  2.53543  -4.96434  0.38402
O  1.72105  -4.96806  -0.94117
C  4.23529  -5.23332  -0.21933
H  3.18342  -2.77020  -0.39165
H  3.47965  -3.06065  1.42772
H  1.84248  -2.67815  0.69742
H  4.50851  -6.22661  -0.57545
H  4.95587  -4.96472  0.55315
H  4.41645  -4.72415  -1.16592
C  -0.57373  -2.34159  -5.70147
S  -1.85857  -1.04205  -5.69189
O  -1.06556  0.18849  -6.07487
C  -2.77192  -1.70684  -7.16518
H  -0.98021  -3.29173  -5.35490
H  0.11034  -2.01445  -4.91844
H  -0.08358  -2.45956  -6.66787
H  -2.17641  -1.81330  -8.07190
H  -3.62923  -1.06022  -7.35229
H  -3.09325  -2.65410  -6.73212
C  -0.42949  0.29410  -2.49421
S  -0.60977  -0.35126  -0.72966
O  0.79674  -0.75920  -0.40286
C  -1.03360  1.16850  0.22702
H  0.24071  1.15082  -2.56481
H  -1.35517  0.57750  -2.99511
H  0.11912  -0.50409  -2.99423
H  -0.78464  0.98176  1.27165
H  -2.07454  1.48595  0.16568
H  -0.47101  2.05107  -0.07738

Orbital gap: 9.10 eV
Energy relative to the best compared isomer or geometry (same formula, charge and spin): 201.1 kJ/mol
Highest occupied orbital energy: -8.75 eV
Spin multiplicity: 1
DFT total energy: -90317.1401 eV
Molecular weight: 468.816 g mol⁻¹

This record from the Open Molecules 2025 dataset describes a molecular structure, C36H43N7NbO2S at a distorted geometry. The level of theory is ωB97M-V/def2-TZVPD.

CARTESIAN COORDINATES (ANGSTROEM)
C  -2.16386  -1.81545  3.63377
C  -0.80864  -1.88186  2.91156
C  -0.66272  -3.22376  2.24881
O  0.13789  -4.05776  2.61556
O  -1.51556  -3.39950  1.24098
C  -1.96181  -4.76039  1.00337
C  -1.24897  -5.49128  -0.12362
Nb  -0.53697  -4.38805  -1.91673
N  0.25172  -3.30587  -3.63283
C  1.23780  -2.67283  -3.40958
S  2.71371  -2.09787  -3.17560
H  -2.96874  -1.71143  2.90823
H  -2.33803  -2.74162  4.18696
H  -2.17193  -0.98097  4.33389
H  0.01631  -1.76167  3.60581
H  -0.75968  -1.10338  2.14955
H  -3.03450  -4.70000  0.82758
H  -1.81777  -5.29809  1.94498
H  -1.94554  -6.23749  -0.52139
H  -0.38638  -6.02263  0.28888
H  1.10384  -4.04600  -1.13590
H  -1.26549  -2.78952  -1.37625
H  -2.12553  -4.70669  -2.82113
H  0.12990  -6.00912  -2.55688
N  -2.62473  0.00568  -4.26132
C  -2.92392  1.29490  -4.11296
C  -1.99974  2.32177  -4.22538
C  -0.68174  1.99504  -4.50511
C  -0.35490  0.65801  -4.66043
C  -1.35582  -0.29777  -4.53122
H  -3.96425  1.51449  -3.89170
H  -2.30424  3.35261  -4.09982
H  0.06689  2.76749  -4.60149
H  0.66017  0.34911  -4.87400
H  -1.12084  -1.34976  -4.64350
N  -0.46171  4.79614  -6.07882
C  -0.41622  4.46996  -7.36717
C  -0.67880  5.36690  -8.39247
C  -1.00841  6.67133  -8.05975
C  -1.06383  7.02596  -6.72126
C  -0.78146  6.05250  -5.77427
H  -0.15923  3.43815  -7.58419
H  -0.62484  5.04631  -9.42418
H  -1.21734  7.40190  -8.83137
H  -1.30674  8.03215  -6.41666
H  -0.80881  6.29101  -4.71609
N  0.89550  0.65853  4.30360
C  2.06995  0.48402  4.90477
C  2.69983  1.47061  5.65059
C  2.07815  2.70223  5.77537
C  0.85560  2.89713  5.15226
C  0.30877  1.84546  4.43156
H  2.52708  -0.49232  4.77893
H  3.65495  1.27315  6.11796
H  2.53891  3.49790  6.34733
H  0.33461  3.84265  5.22028
H  -0.64680  1.95797  3.92990
N  0.82545  9.68464  -6.22164
C  0.58697  10.98811  -6.09471
C  1.56127  11.96387  -6.24251
C  2.85497  11.56305  -6.53652
C  3.11779  10.20961  -6.67049
C  2.07132  9.31395  -6.50458
H  -0.43654  11.26317  -5.86249
H  1.30941  13.00955  -6.12917
H  3.64470  12.29333  -6.65857
H  4.11207  9.85031  -6.89772
H  2.23520  8.24586  -6.60216
N  3.75901  -4.01027  4.68825
C  4.52306  -4.55881  5.63044
C  4.21260  -5.74154  6.28273
C  3.03773  -6.39169  5.93670
C  2.23245  -5.83717  4.95651
C  2.63191  -4.64773  4.35838
H  5.43336  -4.02002  5.87533
H  4.87485  -6.14021  7.04009
H  2.75667  -7.31820  6.42266
H  1.30832  -6.31383  4.65752
H  2.01450  -4.19345  3.59322
N  -2.43004  -6.56896  4.67972
C  -3.25837  -7.38666  5.32446
C  -3.45283  -7.35684  6.69775
C  -2.74620  -6.42632  7.44333
C  -1.88030  -5.56811  6.78609
C  -1.75895  -5.67879  5.40765
H  -3.79192  -8.10196  4.70750
H  -4.14146  -8.04660  7.16716
H  -2.86940  -6.37107  8.51777
H  -1.30696  -4.82525  7.32403
H  -1.09572  -5.01998  4.85387

Orbital gap: 6.69 eV
Net charge: -1
Highest occupied orbital energy: -4.89 eV
Spin multiplicity: 1
DFT total energy: -64935.4386 eV
Molecular weight: 730.760 g mol⁻¹

This record from the Open Molecules 2025 dataset describes 9 unconnected molecules or ions with the total composition C24H64N2O9 at a distorted geometry. The level of theory is ωB97M-V/def2-TZVPD.

CARTESIAN COORDINATES (ANGSTROEM)
C  -3.35088  0.45013  -0.02368
C  -4.35809  1.36587  -0.72659
C  -5.75557  0.66948  -0.82806
C  -4.25213  2.67474  0.02404
C  -4.94407  3.84815  -0.74639
C  -4.36834  3.88806  -2.23308
C  -4.44220  2.53414  -2.97376
C  -5.89285  2.46351  -3.49447
C  -3.52922  2.59203  -4.16870
N  -3.78098  1.63334  -2.09763
O  -3.74680  0.32864  -2.67369
H  -3.34921  -0.46737  -0.57380
H  -2.38236  0.87234  -0.04540
H  -3.56793  0.24069  1.05091
H  -5.73473  -0.07906  -1.62428
H  -5.94141  0.11038  0.00908
H  -6.56224  1.39334  -0.99435
H  -4.80183  2.64356  1.00395
H  -3.17622  2.88811  0.14585
H  -6.02510  3.57709  -0.78247
H  -4.84492  4.81971  -0.22048
H  -3.30401  4.13523  -2.20064
H  -4.83384  4.72731  -2.85165
H  -6.03391  3.30959  -4.14256
H  -6.65622  2.38538  -2.71540
H  -6.07188  1.58536  -4.15341
H  -2.45930  2.52023  -3.90662
H  -3.62467  3.57827  -4.65969
H  -3.81050  1.87058  -4.94651
H  -2.78866  0.07549  -2.72077
C  5.06042  2.21746  2.12022
C  3.61489  2.24180  1.72949
C  2.78813  2.11981  3.00823
C  3.22167  3.60189  1.06435
C  3.68652  3.70978  -0.36451
C  3.12503  2.47362  -1.12699
C  3.63871  1.13714  -0.58312
C  2.79020  0.10631  -1.30352
C  5.16580  0.71181  -0.70056
N  3.17527  1.13014  0.82781
O  3.56148  -0.09075  1.46181
H  5.78163  2.49248  1.32683
H  5.07011  2.98554  2.85751
H  5.46638  1.30640  2.59182
H  3.00620  1.27707  3.58622
H  2.95442  3.01948  3.63879
H  1.70694  2.16652  2.82928
H  2.14817  3.78877  1.12620
H  3.64612  4.42349  1.63415
H  3.36295  4.60074  -0.90437
H  4.77152  3.55079  -0.50988
H  3.46658  2.51707  -2.15970
H  1.99108  2.48548  -1.07687
H  3.02107  0.15376  -2.38510
H  1.71659  0.29606  -1.24329
H  2.98664  -0.88790  -0.88846
H  5.30540  0.01818  0.11388
H  5.89240  1.47946  -0.50975
H  5.34424  0.15825  -1.62788
H  2.84375  -0.38630  2.11415
C  2.18551  -5.41432  0.39685
C  2.59455  -3.89882  0.21847
C  4.12512  -3.71515  0.45895
O  2.13753  -3.52770  -1.04290
H  2.23252  -5.83763  1.42548
H  2.83963  -5.96394  -0.27254
H  1.12311  -5.57620  0.09266
H  2.05043  -3.24990  0.87763
H  4.32652  -3.90733  1.50820
H  4.53739  -2.72170  0.27589
H  4.78794  -4.48034  0.03086
H  2.85016  -2.94683  -1.31364
C  -0.76737  -5.12598  3.80801
C  -0.07586  -3.86678  3.27390
C  -1.12844  -2.86066  2.78788
O  0.66098  -3.21709  4.34802
H  0.01158  -5.88756  4.14106
H  -1.32993  -5.52685  2.95039
H  -1.34326  -4.99799  4.72234
H  0.64541  -4.10445  2.47666
H  -1.58268  -2.41410  3.62942
H  -1.77973  -3.33699  2.04429
H  -0.68642  -2.00957  2.24120
H  1.48477  -3.70793  4.51479
O  0.38205  0.44888  1.14069
H  1.25756  0.85119  0.96256
H  0.04918  -0.17654  0.45439
O  1.60936  -0.84781  3.14957
H  1.23854  -1.52482  3.78794
H  0.92307  -0.54067  2.50519
O  -0.77269  -0.04724  -3.02774
H  -0.50671  -0.35143  -2.12128
H  -0.39285  0.81218  -3.22081
O  -2.55745  -3.61882  -1.95064
H  -3.31325  -4.18847  -1.83474
H  -2.36013  -3.55927  -2.90018
O  -0.44343  -1.74399  -0.91760
H  -1.23112  -2.28394  -1.10680
H  0.29826  -2.37213  -0.89093

Orbital gap: 8.62 eV
Energy relative to the best compared isomer or geometry (same formula, charge and spin): 0.0 kJ/mol
Highest occupied orbital energy: -8.34 eV
Spin multiplicity: 1
DFT total energy: -47331.4718 eV
Molecular weight: 524.781 g mol⁻¹

This record from the Open Molecules 2025 dataset describes 2 unconnected molecules or ions with the total composition C5H13NO2 at a distorted geometry. The level of theory is ωB97M-V/def2-TZVPD.

CARTESIAN COORDINATES (ANGSTROEM)
C  -1.30553  -1.17615  -1.94065
N  0.02082  -0.59224  -1.83330
C  0.56971  -0.12253  -0.68641
O  1.56475  0.58478  -0.71640
C  -0.13726  -0.38301  0.65621
C  0.37427  -1.68010  1.24707
C  0.12297  0.82062  1.58567
H  -1.44020  -1.81043  -1.07905
H  -1.36976  -1.81697  -2.81146
H  -2.07126  -0.40649  -2.03531
H  0.43296  -0.13889  -2.63588
H  -1.20186  -0.37351  0.66130
H  1.34379  -1.53383  1.74576
H  -0.26132  -2.13466  1.98393
H  0.68741  -2.46301  0.57231
H  0.05442  0.50589  2.62253
H  -0.54452  1.64814  1.34659
H  1.12612  1.20493  1.46167
O  0.61989  3.64499  -0.19577
H  0.56278  3.38761  0.72514
H  0.85181  2.83486  -0.67396

Orbital gap: 10.63 eV
Energy relative to the best compared isomer or geometry (same formula, charge and spin): 75.1 kJ/mol
Highest occupied orbital energy: -9.88 eV
Spin multiplicity: 1
DFT total energy: -10981.1010 eV
Molecular weight: 119.164 g mol⁻¹

This record from the Open Molecules 2025 dataset describes a single C2H6O2S molecule at a distorted geometry. The level of theory is ωB97M-V/def2-TZVPD.

CARTESIAN COORDINATES (ANGSTROEM)
C  -0.64157  0.36774  -1.02398
C  0.66528  -0.56182  1.43011
O  -2.09962  0.34157  -0.99453
O  2.14420  0.32239  -0.72054
S  1.04178  0.71681  0.19116
H  -0.30963  -0.73375  -1.15211
H  -2.42834  1.16258  -0.77074
H  -0.18060  0.97831  -1.79250
H  0.34917  -1.43457  0.75113
H  1.58228  -0.71967  2.02294
H  -0.12296  -0.43957  2.05905

Orbital gap: 9.35 eV
Energy relative to the best compared isomer or geometry (same formula, charge and spin): 278.0 kJ/mol
Highest occupied orbital energy: -8.93 eV
Spin multiplicity: 1
DFT total energy: -17098.6394 eV
Molecular weight: 94.135 g mol⁻¹